Here is a gas-phase ion, C6H11N2O (charge +1) from the Open Molecules 2025 dataset. Energies are from ωB97M-V/def2-TZVPD.

CARTESIAN COORDINATES (ANGSTROEM)
C 0.5164 0.4129 0.0917
H 1.3598 -0.4252 -1.7589
H 0.2535 -1.1349 1.3323
H -2.3163 1.6098 0.4848
H 2.4026 -2.2309 0.0949
H -0.2763 1.3793 -1.7704
H -0.3798 0.4604 1.9819
O 2.9021 1.3061 0.3198
N 1.3939 -1.9734 -0.0596
H 0.9266 -2.7449 -0.5776
N -0.1780 -0.1671 1.1306
C -0.3973 1.4830 -0.7540
H -0.1269 2.5243 -0.4319
H -1.4176 -1.1284 -0.2242
C 1.4730 -0.6193 -0.6786
H -2.5451 0.8562 -0.9673
C -1.5044 -0.3951 0.5499
C -1.8005 0.9437 -0.1406
C 1.9705 0.5860 0.1014
H -2.2561 -0.7425 1.2759

Calculated values
Highest occupied orbital energy   -13.8 eV
Charge   +1
E_tot   -419.6273 hartree
Largest force on an atom   0.1125 hartree/bohr
Kohn-Sham gap   0.36525 Eh

Löwdin analysis output, partial charges in e:
1. C -0.33
2. H 0.16
3. H 0.20
4. H 0.09
5. H 0.13
6. H 0.08
7. H 0.25
8. O 0.20
9. N 0.05
10. H 0.12
11. N 0.07
12. C 0.03
13. H 0.14
14. H 0.13
15. C -0.11
16. H 0.13
17. C -0.12
18. C -0.11
19. C -0.25
20. H 0.15



Here is a molecular structure, C23H38F6GeN4PSSe2Zr from the Open Molecules 2025 dataset. Energies are from ωB97M-V/def2-TZVPD.

CARTESIAN COORDINATES (ANGSTROEM)
F -3.6458 -0.0394 1.6222
H -3.9567 -3.3840 -2.0187
H 1.1253 -3.6102 -0.6715
C -2.8150 -2.3637 -0.5343
H -1.3188 4.3105 -1.1269
H 0.1493 1.7916 -4.5663
H 0.4089 2.3124 -6.2173
H 2.8902 -3.5953 3.3212
Se -2.8888 -0.8360 4.5543
C 1.2376 3.2566 -0.6973
C 0.8941 0.8335 -1.1661
H 1.1026 3.6220 -2.8483
C 2.6123 0.2407 -4.4383
N 1.4466 0.9181 -2.3609
H 3.8474 -0.8874 1.5354
C -1.1043 -0.4493 5.0708
H -2.5884 -1.4959 -1.1385
H 2.1170 -2.2038 4.0577
C 1.4620 0.3102 5.5523
F -2.5456 2.8114 0.5477
H 4.2316 -2.4626 0.8420
C 1.8340 -0.2222 -3.2132
H -2.4568 4.5873 -3.3378
H 1.5527 2.8026 -4.9825
H 1.1006 -0.0841 -5.9280
H 1.5683 1.8413 -2.7538
C -2.5737 -3.4167 1.5254
Ge 1.7712 -2.3589 1.4856
N -0.2669 -0.2863 4.0274
H 2.3248 3.1805 -0.7765
C 1.9808 -2.9911 3.3204
Se -1.6985 -3.2348 3.2148
F -4.2327 1.3731 -0.1247
C -3.5767 -3.4110 -1.0080
C -3.8528 -4.4804 -0.1614
S 0.4380 -0.7675 -0.6362
C 0.9229 1.9730 -5.3191
C 3.4866 -1.6672 0.8627
H 1.1547 -3.6285 3.6269
H -1.4065 -0.4465 7.1894
H 1.1496 0.0967 1.4785
H 2.4205 0.9292 -6.4465
H 1.6433 0.2125 3.4171
H 2.4353 -0.8958 -2.6023
H 0.9330 -0.7607 -3.5201
F -1.9877 1.3848 2.2847
C -3.3549 -4.4873 1.1338
C -1.3726 4.6482 -3.2573
Zr -1.5200 -0.7871 2.1104
H 2.4842 0.6264 5.7022
N 0.7129 1.9068 -0.4136
H 0.1097 1.7979 0.3850
H 0.9681 5.0121 -1.8346
H 1.0225 3.8323 0.2016
H -3.5499 -5.3002 1.8182
H 0.0417 -4.0456 0.6637
C 1.7560 0.7293 -5.6047
C 0.6039 0.1099 6.6248
H 1.6669 -4.7139 0.5949
H -1.1014 5.7036 -3.2106
N -2.3181 -2.3750 0.7121
H 3.2115 -0.6069 -4.7734
C 0.6495 3.9695 -1.9143
C -0.8660 3.8987 -2.0322
F -2.0672 0.5773 0.2058
F -4.1661 2.1604 2.0685
H -1.1849 2.8511 -2.0834
C 0.5181 -0.7487 1.1910
H 3.4056 -1.2505 -0.1412
P -3.2193 1.4952 1.0396
H -0.9453 4.2370 -4.1742
C -0.7032 -0.2840 6.3851
C 1.0750 -3.8199 0.3956
H 0.9478 0.2639 7.6390
C 0.9949 0.0890 4.2718
H -4.4580 -5.3068 -0.5103
H 3.3326 1.0091 -4.1352

Calculated values
Spin multiplicity   2
Highest occupied orbital energy (alpha / beta)   -13.6 / -14.2 eV
Charge   +2
E_tot   -9383.6273 hartree
Largest force on an atom   0.0067 hartree/bohr
Kohn-Sham gap (alpha / beta)   0.27072 / 0.23332 Eh

Löwdin analysis output, partial charges in e:
1. F -0.27
2. H 0.13
3. H 0.02
4. C -0.10
5. H 0.10
6. H 0.06
7. H 0.09
8. H 0.04
9. Se 0.84
10. C -0.13
11. C -0.57
12. H 0.08
13. C -0.19
14. N 0.06
15. H 0.03
16. C -0.69
17. H 0.11
18. H 0.00
19. C -0.01
20. F -0.05
21. H 0.04
22. C -0.19
23. H 0.08
24. H 0.07
25. H 0.11
26. H 0.11
27. C -0.67
28. Ge 0.73
29. N -0.13
30. H 0.13
31. C -0.21
32. Se 0.78
33. F -0.03
34. C 0.00
35. C 0.00
36. S 0.95
37. C -0.11
38. C -0.20
39. H -0.02
40. H 0.12
41. H -0.01
42. H 0.12
43. H 0.10
44. H 0.11
45. H 0.12
46. F -0.29
47. C -0.05
48. C -0.09
49. Zr 1.40
50. H 0.13
51. N 0.05
52. H 0.11
53. H 0.13
54. H 0.13
55. H 0.13
56. H 0.00
57. C -0.24
58. C 0.00
59. H 0.04
60. H 0.09
61. N -0.15
62. H 0.12
63. C -0.20
64. C -0.27
65. F -0.26
66. F -0.03
67. H 0.10
68. C -0.75
69. H 0.00
70. P 0.24
71. H 0.07
72. C -0.05
73. C -0.21
74. H 0.13
75. C -0.12
76. H 0.13
77. H 0.13



Here is a molecular structure, C27H37CdGeN2OS from the Open Molecules 2025 dataset. Energies are from ωB97M-V/def2-TZVPD.

CARTESIAN COORDINATES (ANGSTROEM)
H 3.3635 -3.4807 3.7747
H -1.0346 5.1864 -3.4852
C 2.8831 -3.6315 2.8021
O -2.2199 -2.9734 0.3866
H 3.0920 -5.4738 0.6982
S -3.0851 -2.3490 -0.6565
C -1.1492 2.1940 3.0430
Cd -0.0562 -1.9003 -1.5477
H 0.7509 1.5166 2.3202
H 3.6943 0.8396 -0.4811
H 0.0403 -3.0655 2.0416
C 0.0161 2.1632 -2.3216
C 4.5753 3.9484 0.5608
H -4.8940 -2.5012 0.8873
H -5.9536 -4.6100 0.0660
H -4.0386 1.1974 -1.2164
H 4.4239 -2.8592 1.5165
C 3.9838 -3.8335 1.7592
H 1.2089 4.1949 0.3838
H -3.8606 -0.4737 0.6239
C -0.2446 1.8539 2.0477
H 4.7791 -4.4436 2.2047
H 2.2750 -4.5401 2.8785
C 3.5957 1.8766 -0.1739
H -4.2072 -4.8355 0.2179
H 5.7020 2.1739 0.1371
H -4.7492 -0.2967 -1.8270
H 0.0765 0.3821 -3.5094
N 0.8886 -2.7498 1.5900
C -2.7724 2.7387 1.3649
C 1.3953 -0.5297 -0.6446
H 2.5374 -1.6262 2.1127
C 3.3071 4.5112 0.6208
H -0.8655 2.1176 4.0864
Ge 0.7569 1.2748 -0.6711
C 2.3135 2.4233 -0.1296
C -0.6602 2.0365 -4.6539
C 2.1943 3.7501 0.2867
C -2.4231 2.6344 2.7038
C -3.2486 -0.5768 -0.2731
C 3.5537 -4.5100 0.4567
H -2.2374 -0.2408 -0.0419
H -2.1395 2.4907 -0.6662
C -1.8581 2.3919 0.3768
C -0.1685 1.4400 -3.4991
N 2.6247 -3.7703 -0.3896
C -0.7916 4.1298 -3.4942
H 3.1892 5.5431 0.9327
C -4.7904 -2.8012 -0.1567
C -3.8220 0.1613 -1.4752
H -3.7601 3.0943 1.0907
C -4.9844 -4.2983 -0.3262
H -1.3575 3.8623 -5.5504
H -3.1050 0.1641 -2.2979
C 4.7157 2.6232 0.1702
C -0.9743 3.3882 -4.6545
H 4.4566 -4.7318 -0.1223
H -3.1350 2.8956 3.4777
H -0.7947 1.4493 -5.5550
H 1.7959 -3.5496 0.1644
H -4.9321 -4.5878 -1.3766
H 0.6837 -1.9087 1.0486
H 3.0114 -2.8607 -0.6260
C -0.5774 1.9415 0.6929
H -0.1790 4.1185 -1.4503
C -0.3019 3.5215 -2.3465
H -5.4752 -2.2217 -0.7788
C 1.9527 -2.4444 2.5423
H 5.4468 4.5363 0.8249
H 1.5624 -2.0899 3.5058

Calculated values
Highest occupied orbital energy (alpha / beta)   -2.5 / -3.7 eV
Charge   -1
E_tot   -3878.4603 hartree
Largest force on an atom   0.0165 hartree/bohr
Kohn-Sham gap (alpha / beta)   0.18503 / 0.22837 Eh

Löwdin analysis output, partial charges in e:
1. H 0.09
2. H 0.09
3. C -0.22
4. O -0.62
5. H 0.10
6. S 0.71
7. C -0.10
8. Cd 0.83
9. H 0.10
10. H 0.06
11. H 0.07
12. C -0.28
13. C -0.12
14. H 0.09
15. H 0.07
16. H 0.06
17. H 0.11
18. C -0.23
19. H 0.09
20. H 0.09
21. C -0.11
22. H 0.09
23. H 0.11
24. C -0.13
25. H 0.07
26. H 0.09
27. H 0.06
28. H 0.04
29. N -0.04
30. C -0.11
31. C -0.53
32. H 0.10
33. C -0.11
34. H 0.09
35. Ge 0.69
36. C -0.28
37. C -0.11
38. C -0.12
39. C -0.11
40. C -0.42
41. C -0.31
42. H 0.04
43. H 0.08
44. C -0.15
45. C -0.14
46. N -0.03
47. C -0.11
48. H 0.09
49. C -0.41
50. C -0.14
51. H 0.09
52. C -0.16
53. H 0.09
54. H 0.07
55. C -0.11
56. C -0.12
57. H 0.09
58. H 0.09
59. H 0.09
60. H -0.02
61. H 0.07
62. H -0.04
63. H 0.02
64. C -0.28
65. H 0.09
66. C -0.13
67. H 0.08
68. C -0.28
69. H 0.09
70. H 0.10



Here is 2 unconnected molecules or ions with the total composition C32H41N2 from the Open Molecules 2025 dataset. Energies are from ωB97M-V/def2-TZVPD.

CARTESIAN COORDINATES (ANGSTROEM)
C 1.1988 -0.0508 3.7329
H -4.3902 3.0366 0.7047
C -4.0357 1.5106 -2.1458
H 3.4830 -0.7855 5.6097
C -2.4632 0.6068 4.5211
C 5.7671 1.0448 -0.8743
H 3.0447 -2.9563 -0.8086
C -0.2875 -1.5557 -2.4814
C 3.5675 1.6150 -1.9351
H -4.5378 2.2944 -2.7184
C 2.2823 1.3065 -2.3440
H 0.3571 1.8154 2.1278
H 0.5112 2.5476 -2.4559
H -5.8160 2.0088 0.5427
H -2.4811 -3.3005 -1.8700
C -0.4541 1.5062 2.7897
C -2.7280 1.6363 3.6038
H 4.6355 -1.6795 3.6835
N 1.5619 -0.8748 4.7580
C 1.4546 2.3750 -2.9912
C -2.1429 -1.5718 0.1731
H 4.5234 -1.3605 -0.6090
H 0.9204 -0.9610 5.5324
H 2.8267 -2.4216 5.3547
H 2.0157 3.3170 -2.9896
H -2.9095 -1.9952 0.8428
H -1.9260 2.8822 2.0063
C -0.1866 0.4994 3.7236
C -4.1795 1.4617 -0.7578
C -4.9975 2.4778 -0.0206
C -2.6042 -0.4552 -2.1190
H 0.1883 -2.3199 -3.1249
H -0.0870 0.5014 -3.1077
H -3.7200 2.0921 3.5714
C -1.7257 2.0856 2.7274
H 1.8311 -2.9322 -2.0885
H 5.7464 1.8748 -0.1554
C -1.7825 -1.4835 -2.8975
C -3.2666 0.5667 -2.8239
H -3.2461 0.2530 5.1953
C -2.4413 -2.8710 -2.8767
C 2.6073 -0.9933 -1.4964
H -0.9942 -0.7910 5.2752
C 3.3887 -0.1206 2.8693
H -2.1412 0.8258 -4.6750
H 1.4169 -2.4431 -0.4153
C -3.5413 0.4314 -0.0678
H 3.9506 2.6250 -2.1050
H 3.1126 -2.2378 2.9623
C 0.4447 -0.2865 -2.5704
H 3.7526 -0.1535 1.8349
H -3.7626 1.5262 -4.6639
H -3.6569 0.3592 1.0169
C 2.9002 -1.4196 4.9271
C -2.7586 -0.5242 -0.7191
H -5.4319 3.1901 -0.7291
H -3.5683 -0.2247 -4.8317
C -1.1919 0.0264 4.5801
H 1.2088 2.1403 -4.0361
C 4.3866 0.6704 -1.3063
H -3.4703 -2.7889 -3.2470
C 1.7486 -0.0221 -2.1440
H 3.9729 0.6376 3.4324
H -1.7657 -1.1851 -3.9526
H -0.2320 -1.9157 -1.4512
H -1.3780 -1.1323 0.8360
H -1.6968 -2.4147 -0.3577
C 2.1864 -2.3959 -1.2002
H 6.2658 0.1894 -0.4087
C 3.5742 -1.4519 3.5687
H -1.8998 -3.5643 -3.5333
C -3.1724 0.6677 -4.3250
C 3.8827 -0.6187 -1.0972
N 1.9813 0.2750 2.7509
H 6.3746 1.3789 -1.7259

Calculated values
Highest occupied orbital energy   -10.5 eV
Charge   +1
E_tot   -1353.2408 hartree
Largest force on an atom   0.0258 hartree/bohr
Kohn-Sham gap   0.19522 Eh

Löwdin analysis output, partial charges in e:
1. C -0.33
2. H 0.08
3. C 0.00
4. H 0.12
5. C -0.07
6. C -0.02
7. H 0.09
8. C -0.14
9. C 0.02
10. H 0.12
11. C -0.16
12. H 0.10
13. H 0.10
14. H 0.09
15. H 0.07
16. C -0.04
17. C -0.09
18. H 0.11
19. N 0.06
20. C -0.03
21. C -0.04
22. H 0.13
23. H 0.12
24. H 0.12
25. H 0.09
26. H 0.10
27. H 0.10
28. C -0.15
29. C -0.26
30. C -0.04
31. C -0.13
32. H 0.15
33. H 0.13
34. H 0.10
35. C -0.08
36. H 0.09
37. H 0.11
38. C -0.31
39. C -0.22
40. H 0.11
41. C -0.04
42. C -0.13
43. H 0.10
44. C -0.23
45. H 0.08
46. H 0.11
47. C -0.01
48. H 0.14
49. H 0.11
50. C 0.14
51. H 0.08
52. H 0.08
53. H 0.12
54. C -0.18
55. C -0.19
56. H 0.08
57. H 0.09
58. C -0.03
59. H 0.10
60. C -0.20
61. H 0.10
62. C -0.09
63. H 0.12
64. H 0.12
65. H 0.09
66. H 0.09
67. H 0.05
68. C -0.02
69. H 0.09
70. C -0.19
71. H 0.09
72. C -0.05
73. C 0.01
74. N 0.06
75. H 0.10



> The lowest charge belongs to which entry?

C27H37CdGeN2OS